Density functional theory data (the ωB97M-V functional and the def2-TZVPD basis) for a cluster of 2 separate species, C4H10N2O in total.

Values from the calculation:
SMILES	C/C=C\N.NC=O
ΔE to the lowest compared entry with this formula, charge and spin	2.802	eV
HOMO-LUMO gap	8.87	eV

The geometry in ORCA input format:
```
! wB97M-V def2-TZVPD RIJCOSX def2/J DEFGRID3
* xyz 0 1
C -1.720 -1.179 -0.185
C -1.014 -0.070 0.519
C -0.368 0.954 -0.149
N -0.404 1.107 -1.546
H -1.093 -1.551 -0.999
H -1.948 -1.993 0.502
H -2.654 -0.811 -0.617
H -1.255 0.082 1.564
H -0.172 1.871 0.393
H -0.153 0.240 -2.017
H 0.247 1.810 -1.867
N 2.123 0.189 1.298
C 1.463 -0.315 0.179
O 1.941 -0.340 -0.949
H 1.655 0.104 2.188
H 2.555 1.089 1.138
H 0.796 -1.188 0.546
*
```